No. 1
DFT (ωB97M-V/def2-TZVPD) results for C26H22IN7O3SeV as an isolated structure.

Summary:
calculated total energy = -143026.355 eV
HOMO-LUMO gap (spin up / spin down) = 0.1998 / 0.2140 Eh
LUMO energy (spin up / spin down) = -0.61 / -0.53 eV
maximum force = 0.1341 hartree/bohr

Geometry as ORCA input:
```
! wB97M-V def2-TZVPD RIJCOSX def2/J DEFGRID3
* xyz 0 2
V 0.043 0.761 0.062
C -4.118 -0.135 -0.990
C -3.776 1.323 -0.974
N -4.737 2.208 -1.133
C -4.426 3.517 -1.131
C -3.160 4.021 -0.985
C -2.933 5.511 -0.971
O -2.142 5.969 0.119
C -2.092 3.098 -0.805
C -0.740 3.505 -0.673
N 0.295 2.698 -0.472
C 1.581 3.244 -0.470
C 1.847 4.524 0.041
C 3.121 5.056 0.051
C 4.193 4.319 -0.434
C 3.960 3.061 -0.969
C 2.677 2.540 -0.992
I 2.395 0.664 -1.958
C -2.433 1.718 -0.800
O -1.459 0.867 -0.608
H -5.196 -0.266 -1.012
H -3.700 -0.634 -0.115
H -3.676 -0.611 -1.868
H -5.272 4.185 -1.259
H -3.905 6.014 -0.973
H -2.392 5.822 -1.869
H -2.582 5.724 0.940
H -0.527 4.555 -0.839
H 1.028 5.100 0.452
H 3.277 6.052 0.441
H 5.195 4.724 -0.414
H 4.779 2.493 -1.386
C -0.128 -4.389 -2.755
N -0.053 -4.527 -1.320
C -0.220 -3.523 -0.420
Se -0.688 -1.784 -0.823
N -0.074 -4.046 0.808
C 0.190 -5.398 0.722
C 0.424 -6.371 1.681
C 0.652 -7.661 1.229
C 0.650 -7.971 -0.131
C 0.426 -6.999 -1.093
C 0.198 -5.709 -0.641
H -0.156 -3.330 -2.995
H -1.033 -4.863 -3.138
H 0.750 -4.843 -3.216
H -0.200 -3.458 1.642
H 0.429 -6.136 2.736
H 0.837 -8.447 1.948
H 0.832 -8.991 -0.443
H 0.430 -7.233 -2.149
N 3.225 1.398 2.235
C 2.088 0.675 2.229
O 1.406 0.695 1.134
C 1.709 -0.005 3.402
C 0.535 -0.759 3.437
N -0.444 -1.366 3.478
C 2.498 0.102 4.566
N 3.160 0.229 5.502
H 3.869 1.302 3.002
H 3.562 1.780 1.366
*
```



No. 2
DFT (ωB97M-V/def2-TZVPD) results for C26H22MgN8S2Se2 as an isolated structure.

Summary:
calculated total energy = -197049.773 eV
HOMO-LUMO gap = 0.1934 Eh
LUMO energy = -1.91 eV
maximum force = 0.0280 hartree/bohr

Geometry as ORCA input:
```
! wB97M-V def2-TZVPD RIJCOSX def2/J DEFGRID3
* xyz 0 1
Mg 1.448 0.149 1.228
C -1.021 1.766 4.556
C 0.099 1.293 3.880
N 0.164 1.339 2.561
C -0.883 1.838 1.893
C -2.032 2.225 2.588
N -2.088 2.203 3.904
C -0.718 1.925 0.443
C -1.517 2.684 -0.405
C -1.196 2.733 -1.763
C -0.134 1.959 -2.232
C 0.608 1.219 -1.317
N 0.323 1.247 -0.021
C 1.742 0.360 -1.647
C 2.032 -0.107 -2.931
N 3.037 -0.929 -3.164
C 3.773 -1.307 -2.130
C 3.493 -0.867 -0.838
N 2.487 -0.041 -0.611
C -1.907 3.646 -2.665
C -2.256 3.280 -3.964
C -2.869 4.225 -4.772
N -3.128 5.460 -4.381
C -2.801 5.809 -3.149
C -2.197 4.946 -2.249
H -1.061 1.791 5.635
H 0.951 0.882 4.405
H -2.925 2.551 2.075
H -2.359 3.246 -0.033
H 0.131 1.988 -3.276
H 1.427 0.169 -3.781
H 4.584 -1.989 -2.334
H 4.082 -1.173 0.020
H -2.074 2.277 -4.320
H -3.163 3.984 -5.785
H -3.030 6.830 -2.873
H -1.928 5.279 -1.258
C -2.929 -2.423 -0.510
Se -1.344 -1.519 -1.209
C -0.443 -3.107 -1.954
C 0.079 -4.051 -0.890
Se 1.951 -3.675 -0.377
C 1.999 -4.806 1.203
H -3.501 -2.841 -1.337
H -3.520 -1.677 0.015
H -2.633 -3.205 0.186
H 0.365 -2.724 -2.583
H -1.180 -3.597 -2.597
H 0.057 -5.085 -1.247
H -0.496 -3.984 0.038
H 1.774 -5.828 0.913
H 1.282 -4.433 1.930
H 3.004 -4.746 1.612
S 0.670 -1.808 2.352
C 1.997 -1.415 3.382
S 3.141 -0.235 2.887
C 2.110 -2.028 4.618
C 3.077 -1.629 5.550
N 3.833 -1.275 6.341
C 1.193 -3.006 5.026
N 0.425 -3.796 5.359
*
```



No. 3
DFT (ωB97M-V/def2-TZVPD) results for C26H22N12ORu as an isolated structure.

Summary:
calculated total energy = -49788.708 eV
HOMO-LUMO gap (spin up / spin down) = 0.2145 / 0.1309 Eh
LUMO energy (spin up / spin down) = -12.27 / -15.25 eV
maximum force = 0.0188 hartree/bohr

Geometry as ORCA input:
```
! wB97M-V def2-TZVPD RIJCOSX def2/J DEFGRID3
* xyz 4 5
Ru -1.204 -1.510 -1.943
C 4.175 -1.409 -0.140
N 2.864 -1.337 -0.787
C 1.660 -1.699 -0.344
N 0.762 -1.447 -1.297
C 1.513 -0.925 -2.327
N 2.777 -0.855 -2.037
C 4.257 -0.804 1.246
C 5.352 -1.163 2.056
C 5.524 -0.618 3.321
C 4.612 0.293 3.817
C 3.527 0.673 3.007
C 3.360 0.122 1.719
C 2.590 1.616 3.489
N 2.565 2.222 4.690
N 1.514 2.986 4.730
C 0.871 2.866 3.554
O 1.534 2.010 2.743
C -0.348 3.462 3.160
C -1.055 4.272 4.068
C -2.280 4.781 3.687
C -2.795 4.497 2.429
C -2.082 3.712 1.502
C -2.671 3.522 0.120
N -2.116 2.400 -0.638
C -2.268 1.090 -0.467
N -1.597 0.452 -1.433
C -1.030 1.471 -2.169
N -1.341 2.645 -1.709
C -0.862 3.202 1.870
H 4.857 -0.886 -0.812
H 4.505 -2.448 -0.118
H 1.458 -2.127 0.626
H 1.126 -0.621 -3.289
H 6.085 -1.868 1.683
H 6.376 -0.912 3.918
H 4.718 0.714 4.808
H 2.532 0.469 1.114
H -0.637 4.484 5.044
H -2.849 5.401 4.367
H -3.760 4.907 2.153
H -2.472 4.405 -0.487
H -3.753 3.407 0.188
H -2.854 0.629 0.313
H -0.421 1.333 -3.047
H -0.260 2.622 1.182
N -4.341 -3.098 -4.079
C -4.928 -1.884 -4.031
C -4.070 -1.046 -3.320
N -2.991 -1.750 -2.940
C -3.162 -3.018 -3.422
C -2.120 -3.937 -3.188
N -1.007 -3.457 -2.553
C -0.158 -4.490 -2.433
C -0.742 -5.622 -2.997
N -1.957 -5.250 -3.461
H -4.729 -3.903 -4.561
H -5.885 -1.676 -4.491
H -4.206 -0.003 -3.086
H 0.813 -4.401 -1.976
H -0.366 -6.631 -3.097
H -2.612 -5.872 -3.923
*
```



What did the first record say?
DFT (ωB97M-V/def2-TZVPD) results for C26H22IN7O3SeV as an isolated structure.

Summary:
calculated total energy = -143026.355 eV
HOMO-LUMO gap (spin up / spin down) = 0.1998 / 0.2140 Eh
LUMO energy (spin up / spin down) = -0.61 / -0.53 eV
maximum force = 0.1341 hartree/bohr

Geometry as ORCA input:
```
! wB97M-V def2-TZVPD RIJCOSX def2/J DEFGRID3
* xyz 0 2
V 0.043 0.761 0.062
C -4.118 -0.135 -0.990
C -3.776 1.323 -0.974
N -4.737 2.208 -1.133
C -4.426 3.517 -1.131
C -3.160 4.021 -0.985
C -2.933 5.511 -0.971
O -2.142 5.969 0.119
C -2.092 3.098 -0.805
C -0.740 3.505 -0.673
N 0.295 2.698 -0.472
C 1.581 3.244 -0.470
C 1.847 4.524 0.041
C 3.121 5.056 0.051
C 4.193 4.319 -0.434
C 3.960 3.061 -0.969
C 2.677 2.540 -0.992
I 2.395 0.664 -1.958
C -2.433 1.718 -0.800
O -1.459 0.867 -0.608
H -5.196 -0.266 -1.012
H -3.700 -0.634 -0.115
H -3.676 -0.611 -1.868
H -5.272 4.185 -1.259
H -3.905 6.014 -0.973
H -2.392 5.822 -1.869
H -2.582 5.724 0.940
H -0.527 4.555 -0.839
H 1.028 5.100 0.452
H 3.277 6.052 0.441
H 5.195 4.724 -0.414
H 4.779 2.493 -1.386
C -0.128 -4.389 -2.755
N -0.053 -4.527 -1.320
C -0.220 -3.523 -0.420
Se -0.688 -1.784 -0.823
N -0.074 -4.046 0.808
C 0.190 -5.398 0.722
C 0.424 -6.371 1.681
C 0.652 -7.661 1.229
C 0.650 -7.971 -0.131
C 0.426 -6.999 -1.093
C 0.198 -5.709 -0.641
H -0.156 -3.330 -2.995
H -1.033 -4.863 -3.138
H 0.750 -4.843 -3.216
H -0.200 -3.458 1.642
H 0.429 -6.136 2.736
H 0.837 -8.447 1.948
H 0.832 -8.991 -0.443
H 0.430 -7.233 -2.149
N 3.225 1.398 2.235
C 2.088 0.675 2.229
O 1.406 0.695 1.134
C 1.709 -0.005 3.402
C 0.535 -0.759 3.437
N -0.444 -1.366 3.478
C 2.498 0.102 4.566
N 3.160 0.229 5.502
H 3.869 1.302 3.002
H 3.562 1.780 1.366
*
```